Density functional theory data (ωB97M-V/def2-TZVPD) for a molecular structure, C26H26Br2Cl3IN5O2SSiYb.

Results
frontier orbital gap (spin up / spin down)	7.5 / 7.5	eV
multiplicity	2
LUMO (spin up / spin down)	-6.0 / -6.0	eV
HOMO energy (spin up / spin down)	-13.5459 / -13.5475	eV
total charge	+2

CARTESIAN COORDINATES (ANGSTROEM)
Yb1 -0.36556 1.45019 -1.95435
I1 1.82521 2.74059 0.32905
Br1 2.63804 6.44248 -5.74992
Br2 3.82298 4.33031 2.71571
Cl1 -2.44361 -0.94690 -5.57192
Cl2 -2.54857 1.71173 -3.24567
Cl3 0.20024 0.59038 -4.35366
S1 -1.67173 3.25079 -0.14099
Si1 -1.63002 -0.54808 -3.74818
O1 1.12690 0.08623 -1.51037
O2 -1.48877 -3.18279 -0.14868
N1 -2.76190 0.95145 0.74956
N2 -3.29069 2.84088 1.88652
N3 -2.31482 0.33196 -0.43432
N4 0.76105 3.35200 -2.87242
N5 -0.17953 -1.81131 1.77922
C1 2.58673 -3.74560 -1.05111
C2 -1.87471 -5.08222 1.32916
C3 -1.12224 -4.87564 3.61777
C4 -1.75012 -5.60191 2.61106
C5 0.46417 -1.30806 0.75727
C6 2.06231 3.28862 -3.20208
C7 1.88265 5.20780 -4.58714
C8 -0.60018 -3.63054 3.32159
C9 -1.88061 -3.95582 -1.29002
C10 -2.62725 2.30410 0.86356
C11 0.02768 4.34828 -3.39069
C12 1.09258 2.35154 5.07816
C13 1.63579 -1.11085 -1.32472
C14 2.63843 -1.58549 -2.17590
C15 -1.35832 -3.82623 1.03674
C16 2.15514 3.11040 4.61581
C17 2.37785 3.26164 3.25047
C18 0.53835 5.28894 -4.25918
C19 0.44285 1.88302 2.81809
C20 3.08685 -2.87872 -2.04469
C21 0.22479 1.74620 4.18048
C22 1.64461 -3.28120 -0.18021
C23 -0.69365 -3.12690 2.03332
C24 2.66401 4.19600 -4.04344
C25 1.52617 2.62488 2.36021
C26 1.17231 -1.94681 -0.28356
H1 -0.08461 -3.05516 4.08406
H2 -3.02388 0.43469 -1.16237
H3 -1.28229 -4.86473 -1.36079
H4 -3.90365 2.30627 2.47991
H5 2.97441 -4.75014 -0.96160
H6 -1.68542 -3.32970 -2.15497
H7 -3.23002 3.83534 2.03676
H8 0.54826 -0.22582 0.80039
H9 -3.58314 0.53254 1.16929
H10 3.02184 -0.92967 -2.94598
H11 0.94099 2.24138 6.14365
H12 1.30412 -3.90783 0.63293
H13 -1.03094 -5.27726 4.61666
H14 -2.39728 -5.64417 0.56767
H15 -0.09729 6.06224 -4.66493
H16 -2.19182 -0.66439 -0.25645
H17 -1.01634 4.38561 -3.10288
H18 3.71452 4.10914 -4.27958
H19 2.82180 3.59988 5.31215
H20 3.84792 -3.24013 -2.72544
H21 -2.94029 -4.20662 -1.24636
H22 -0.30147 -1.17316 2.55566
H23 2.63587 2.47146 -2.77909
H24 -0.24816 1.44519 2.10327
H25 -0.62346 1.17727 4.54176
H26 -2.16509 -6.57755 2.82573

Forces on the atoms, in the same order (eV/Å):
Yb 0.476 0.710 1.432
I 0.568 0.239 -0.444
Br 0.088 0.147 -0.138
Br 0.042 -0.001 -0.120
Cl 0.001 0.042 0.136
Cl -0.573 -0.251 -0.579
Cl 0.071 -0.364 -0.706
S 0.012 -0.080 -0.035
Si -0.197 0.103 -0.420
O -0.296 -0.264 0.437
O -0.045 0.011 -0.296
N 0.121 -0.067 -0.132
N 0.056 0.174 -0.091
N 0.207 -0.110 -0.301
N -0.180 -0.191 0.101
N -0.241 -0.126 0.349
C 0.012 0.123 -0.056
C -0.037 -0.037 -0.016
C -0.059 -0.077 -0.123
C 0.041 0.078 0.033
C 0.383 -0.007 -0.130
C -0.014 0.029 -0.014
C 0.018 -0.008 -0.005
C 0.175 -0.019 0.085
C 0.034 -0.037 0.098
C -0.110 -0.092 0.103
C -0.079 0.033 0.002
C 0.060 0.034 0.042
C 0.029 0.403 -0.405
C 0.067 -0.216 -0.104
C -0.237 -0.064 -0.133
C -0.072 -0.034 0.061
C -0.062 -0.084 0.272
C -0.028 -0.024 0.111
C -0.077 0.000 0.177
C 0.057 -0.027 -0.042
C -0.025 -0.038 -0.087
C 0.004 0.005 0.015
C 0.361 0.319 0.253
C 0.030 -0.076 0.050
C -0.227 -0.064 0.153
C -0.244 -0.132 0.380
H -0.033 -0.023 -0.036
H -0.004 -0.059 0.075
H -0.006 0.004 0.003
H 0.000 0.012 0.034
H -0.008 0.003 -0.010
H -0.017 0.028 -0.009
H -0.007 -0.026 0.011
H 0.075 0.015 -0.038
H 0.012 0.042 -0.004
H -0.021 -0.028 -0.009
H -0.006 0.023 -0.017
H -0.032 -0.022 -0.017
H -0.025 -0.010 -0.012
H 0.019 -0.008 0.024
H 0.017 0.009 0.010
H 0.094 0.036 0.074
H -0.024 -0.017 -0.024
H -0.005 0.017 -0.004
H -0.004 -0.013 0.007
H -0.008 -0.009 0.022
H -0.019 -0.026 0.012
H -0.182 0.079 -0.056
H -0.008 -0.033 -0.001
H 0.056 0.026 0.049
H 0.007 0.015 0.005
H 0.019 0.008 -0.004

Here are the Mulliken charges for atoms 1 to 6, given in e:
1. Yb -0.085
2. I 0.522
3. Br -0.059
4. Br -0.158
5. Cl -0.204
6. Cl -0.336

=====

Density functional theory data (ωB97M-V/def2-TZVPD) for a molecular structure, C26H26Cl3CuN10OS3.

Results
frontier orbital gap (spin up / spin down)	7.5 / 7.1	eV
multiplicity	2
LUMO (spin up / spin down)	-3.1 / -3.5	eV
HOMO energy (spin up / spin down)	-10.6069 / -10.5686	eV
total charge	+1

CARTESIAN COORDINATES (ANGSTROEM)
Cu1 -0.67993 0.33872 0.18447
Cl1 -2.48482 -7.78011 6.88021
Cl2 -1.05089 -8.12868 0.04733
Cl3 -0.45356 -4.52896 3.13462
S1 0.46983 -6.45732 -1.87714
S2 -1.27033 1.20723 -1.89096
S3 1.91523 -0.04929 -0.95822
O1 -3.51521 -6.19476 0.60535
N1 -0.08960 2.22962 0.49848
N2 -0.24368 3.23591 -0.37156
N3 4.29651 -2.41881 1.02882
N4 -2.08514 -1.10681 0.19022
N5 0.95600 -2.93834 -0.01486
N6 -3.35318 -2.80988 0.75674
N7 0.29452 0.08855 1.98779
N8 -0.99004 3.77273 -2.43292
N9 3.96683 -1.26497 0.38396
N10 2.25294 -2.48090 0.25187
C1 -1.54068 -4.93491 -2.25194
C2 -2.96002 -5.20683 1.44909
C3 -0.79584 2.83108 -1.50233
C4 -0.25534 -5.11588 -2.65772
C5 3.23042 -3.15132 0.94976
C6 -2.81587 -5.84843 2.80980
C7 -3.84585 -3.93660 1.54624
C8 1.28908 1.38633 3.73143
C9 -1.97824 -5.90952 -1.30487
C10 0.69299 1.27912 2.48222
C11 1.47604 0.24500 4.48900
C12 0.49635 2.43674 1.61634
C13 -3.39335 -5.99887 -0.79698
C14 -2.97576 -1.35508 -0.83297
C15 -1.61338 -6.19229 4.89262
C16 2.72068 -1.25600 -0.11323
C17 -3.80588 -6.70814 3.27889
C18 -2.34845 -2.00145 1.12642
C19 -3.71852 -7.30340 4.52436
C20 0.50026 -1.00899 2.71669
C21 -2.61684 -7.04095 5.32421
C22 3.06333 -4.50651 1.53179
C23 -3.76475 -2.40517 -0.49066
C24 -1.73302 -5.60737 3.64334
C25 -0.97689 -6.79086 -1.01680
C26 1.08174 -0.97932 3.97150
H1 -4.49253 -7.97106 4.87503
H2 0.21940 -1.94315 2.25251
H3 -4.85469 -4.18117 1.21466
H4 -3.90587 -3.60356 2.58104
H5 0.54832 -2.21194 -0.60847
H6 -3.89251 -6.86419 -1.23322
H7 1.03079 -3.77670 -0.58752
H8 -1.97415 -4.90220 1.08262
H9 1.21754 -1.89778 4.52488
H10 -1.85874 -2.08818 2.08128
H11 -0.75388 -5.99234 5.51568
H12 -3.93877 -5.10898 -1.12637
H13 -3.00278 -0.75138 -1.72222
H14 4.01881 -5.02498 1.51158
H15 4.63987 -0.52469 0.28454
H16 2.73367 -4.43653 2.56916
H17 1.60109 2.35717 4.09100
H18 2.32723 -5.09071 0.98297
H19 -0.67236 4.70983 -2.25111
H20 1.93048 0.30794 5.46869
H21 -4.59435 -2.86280 -0.99994
H22 -1.35465 3.53110 -3.33529
H23 0.87051 3.41863 1.88403
H24 0.30362 -4.54415 -3.38211
H25 -4.64866 -6.92943 2.63795
H26 -2.17821 -4.14554 -2.62656

Forces on the atoms, in the same order (eV/Å):
Cu 0.112 0.305 -0.515
Cl 0.000 -0.004 0.008
Cl 0.007 -0.007 0.013
Cl 0.032 0.022 -0.032
S 0.018 -0.018 0.017
S -0.035 -0.031 0.248
S -0.179 -0.254 -0.017
O -0.104 0.098 -0.087
N 0.065 -0.075 0.034
N -0.063 -0.030 -0.017
N 0.022 -0.026 -0.057
N 0.120 -0.171 -0.002
N -0.051 -0.018 0.086
N 0.014 -0.014 0.048
N -0.196 0.065 0.265
N 0.008 -0.034 -0.001
N -0.023 0.005 0.052
N 0.008 -0.011 -0.062
C 0.014 -0.006 -0.002
C 0.054 -0.018 -0.043
C 0.042 0.079 0.005
C 0.024 0.091 0.046
C -0.041 0.031 0.036
C -0.005 -0.009 -0.035
C 0.053 -0.051 -0.036
C 0.036 0.026 -0.038
C -0.030 -0.029 0.006
C 0.018 -0.048 -0.012
C 0.008 -0.014 0.026
C -0.005 0.015 0.009
C 0.096 0.030 0.119
C 0.022 0.016 -0.006
C 0.019 0.008 0.011
C 0.131 0.070 0.053
C 0.009 -0.032 -0.011
C -0.015 0.010 -0.031
C -0.003 0.002 0.003
C 0.110 0.073 -0.068
C -0.007 0.003 -0.018
C 0.015 0.004 0.018
C -0.023 0.001 -0.005
C -0.036 0.029 0.030
C -0.011 0.074 0.055
C 0.012 -0.031 -0.013
H 0.001 -0.002 -0.002
H -0.043 -0.094 -0.025
H -0.009 0.031 0.004
H -0.004 -0.007 0.010
H -0.027 0.019 0.011
H 0.003 -0.006 0.000
H -0.039 -0.014 -0.064
H 0.013 -0.041 -0.028
H 0.003 -0.005 -0.015
H 0.000 -0.026 -0.018
H -0.002 0.000 -0.002
H -0.026 0.024 0.027
H -0.014 0.003 0.009
H 0.001 0.011 0.015
H -0.004 0.015 0.015
H -0.040 -0.009 -0.006
H -0.011 0.001 0.005
H -0.006 -0.014 -0.025
H -0.005 0.002 -0.001
H 0.002 -0.001 -0.005
H 0.015 -0.024 0.003
H -0.011 0.007 -0.009
H -0.025 0.007 0.014
H -0.022 0.007 0.012
H 0.005 -0.001 0.004
H 0.002 -0.005 -0.008

Here are the Mulliken charges for atoms 1 to 6, given in e:
1. Cu -0.950
2. Cl -0.198
3. Cl -0.176
4. Cl 0.081
5. S -0.186
6. S -0.370

=====

What E values result from the calculations? In sequence: -10103.030438 -5844.639746 Eh.
What strongest force on any atom values result from the calculations? In sequence: 1.67 0.61 eV Å⁻¹.